37
Properties=species:S:1:pos:R:3:nbo_charge:R:1 method="wB97M-V/def2-TZVPD" gap_ev="3.721 / 3.722" spin_multiplicity=2 charge=+4 lumo_energy_ev="-15.980 / -15.980" homo_energy_ha="-0.7240 / -0.7240" energy_ev=-74120.615
Cu 3.688 -0.379 -3.477 0.98
In 1.924 -5.092 -1.197 0.99
O 0.662 -0.222 -0.290 -0.74
C 1.351 -0.963 -1.205 0.98
O 1.201 -2.217 -1.182 -0.81
O 2.235 -0.376 -1.890 -0.89
H 1.077 0.634 -0.537 0.51
N -1.735 -1.943 -0.158 -0.55
C -2.510 -2.692 0.660 0.25
C -3.774 -2.917 0.036 -0.22
C -3.685 -2.380 -1.227 -0.19
C -2.441 -1.663 -1.309 0.20
H -0.795 -1.643 0.099 0.48
H -2.109 -2.970 1.625 0.27
H -4.633 -3.464 0.395 0.30
H -4.412 -2.371 -2.026 0.29
H -2.037 -1.064 -2.109 0.26
N -2.488 2.612 -0.056 -0.51
C -1.297 2.761 -0.727 0.15
C -1.485 2.297 -2.035 -0.29
C -2.693 1.589 -2.048 -0.19
C -3.329 1.888 -0.817 0.18
H -2.753 2.979 0.849 0.47
H -0.468 3.253 -0.241 0.26
H -0.730 2.325 -2.805 0.27
H -3.221 1.109 -2.857 0.28
H -4.310 1.515 -0.557 0.27
N 3.193 0.664 3.391 -0.52
C 2.737 0.913 2.127 0.19
C 3.891 1.171 1.339 -0.26
C 4.976 1.183 2.156 -0.17
C 4.549 0.757 3.451 0.23
H 2.638 0.477 4.217 0.47
H 1.702 0.901 1.838 0.23
H 3.928 1.398 0.286 0.26
H 6.025 1.313 1.929 0.29
H 5.130 0.616 4.352 0.28

31
Properties=species:S:1:pos:R:3:nbo_charge:R:1 method="wB97M-V/def2-TZVPD" gap_ev="6.007 / 7.058" spin_multiplicity=3 charge=0 lumo_energy_ev="0.469 / -2.015" homo_energy_ha="-0.2035 / -0.3334" energy_ev=-24551.323
C 1.239 -1.723 1.801 -0.25
C 1.170 -0.186 2.091 -0.18
C 1.499 -2.206 0.592 -0.17
C 0.584 0.569 1.081 -0.19
C 1.553 -1.169 -0.476 -0.32
C 0.399 -0.103 -0.200 -0.16
C 4.058 -1.775 -1.293 -0.49
C 3.190 -1.032 -0.638 -0.04
C -2.258 0.822 1.191 -0.60
C -1.682 2.430 -0.678 -0.60
C -3.201 0.526 -1.175 -0.60
C -0.797 0.111 -0.818 0.51
C -1.969 0.951 -0.300 -0.14
F -0.960 -0.516 -2.020 -0.35
I 4.134 0.594 0.476 0.10
H 1.148 -2.394 2.623 0.21
H 1.324 0.035 3.109 0.21
H 1.772 -3.194 0.279 0.22
H 0.607 1.692 1.090 0.21
H 1.386 -1.565 -1.486 0.24
H 5.139 -1.386 -1.182 0.23
H 3.866 -2.572 -2.043 0.23
H -3.285 1.037 1.424 0.22
H -2.049 -0.248 1.517 0.22
H -1.527 1.475 1.672 0.22
H -0.656 2.555 -0.459 0.21
H -1.836 2.632 -1.715 0.21
H -2.394 3.175 -0.159 0.21
H -3.014 1.011 -2.077 0.21
H -3.308 -0.569 -1.374 0.22
H -4.130 1.023 -0.853 0.21

40
Properties=species:S:1:pos:R:3:nbo_charge:R:1 method="wB97M-V/def2-TZVPD" gap_ev=4.185 spin_multiplicity=1 charge=-1 lumo_energy_ev=1.763 homo_energy_ha=-0.0890 energy_ev=-43205.613
Li 0.327 -1.019 -0.358 0.89
S 1.678 -3.492 -2.051 2.63
O 0.630 -3.966 -3.003 -1.13
O 2.837 -3.158 -2.861 -1.11
O 1.205 -2.321 -1.311 -1.23
O 2.052 -4.494 -1.102 -1.11
C 2.340 -0.625 1.366 -0.26
O 1.623 0.257 0.679 -0.75
H 3.118 -0.285 2.024 0.17
H 2.946 -1.361 0.773 0.23
H 1.450 -1.317 1.894 0.14
H 1.827 1.250 0.981 0.49
C -0.197 1.008 -3.961 -0.24
C 0.226 2.246 -4.595 -0.25
C 0.524 3.350 -3.780 0.24
C 0.342 3.299 -2.406 -0.26
C -0.014 2.065 -1.733 -0.25
C -0.283 0.922 -2.548 0.27
O -0.748 -0.211 -1.922 -0.72
O 1.202 4.402 -4.209 -0.68
H -0.586 0.129 -4.729 0.24
H 0.068 2.140 -5.779 0.24
H 0.449 4.234 -1.675 0.20
H -0.132 1.999 -0.567 0.22
H -1.222 -0.832 -2.533 0.52
H 1.060 5.345 -3.690 0.48
C -2.254 -0.009 2.331 -0.22
C -2.402 0.556 3.670 -0.27
C -1.826 -0.115 4.670 0.32
C -0.996 -1.249 4.349 -0.26
C -0.813 -1.721 3.012 -0.20
C -1.518 -1.092 2.007 0.22
O -1.300 -1.610 0.718 -0.70
O -1.828 0.209 5.970 -0.70
H -2.881 0.507 1.571 0.22
H -2.865 1.365 3.832 0.20
H -0.383 -1.658 5.030 0.19
H -0.183 -2.518 2.903 0.23
H -2.039 -1.946 0.385 0.49
H -1.433 -0.301 6.646 0.50

| no. | largest force on an atom (hartree/bohr) |
| --- | --- |
| 1 | 0.0886 |
| 2 | 0.1421 |
| 3 | 0.1499 |